[1]
C4H3FO2S | wB97M-V/def2-TZVPD

```
! wB97M-V def2-TZVPD RIJCOSX def2/J DEFGRID3
* xyz 0 1
O 0.28 2.28 -0.38
C 1.04 1.35 -0.45
C 1.03 0.13 0.49
F 2.30 -0.28 0.55
C 0.22 -1.01 -0.10
O 0.75 -2.08 -0.41
C -1.20 -0.80 -0.43
S -2.28 0.15 0.33
H 1.91 1.29 -1.13
H 0.63 0.52 1.45
H -1.48 -1.42 -1.32
*
```

Calculated values
- energy above the lowest of the compared OMol25 structures with the same formula, charge and spin (kJ/mol) = 121.4
- Kohn-Sham gap (eV) = 7.778
- SMILES = O=C[C@H](F)C(=O)C=S
- lowest unoccupied orbital energy (eV) = -1.87
- E_HOMO (eV) = -9.64

Charges computed using Mulliken, reported in e: -0.42 -0.04 0.19 -0.29 0.53 -0.49 -0.31 -0.11 0.34 0.31 0.30

[2]
C21H27F6IO3P | wB97M-V/def2-TZVPD

```
! wB97M-V def2-TZVPD RIJCOSX def2/J DEFGRID3
* xyz -1 1
C -5.38 0.09 0.95
O -4.77 -0.58 2.02
C -4.01 -1.72 1.60
C -2.52 -1.49 1.81
C -1.66 -2.66 1.23
C -0.96 -2.18 -0.02
C 0.35 -2.21 -0.23
C 1.39 -2.76 0.70
C 2.23 -1.64 1.38
C 1.39 -0.41 1.77
C 3.49 -1.27 0.59
C 0.86 -1.65 -1.52
O 1.80 -2.16 -2.12
C 0.10 -0.45 -2.02
C 0.70 0.63 -2.65
C 2.20 0.65 -2.86
C 2.73 1.68 -3.88
C 3.75 2.67 -3.25
I 3.08 4.71 -3.39
C -0.11 1.66 -3.02
C -1.45 1.66 -2.80
C -2.04 0.60 -2.18
C -1.25 -0.43 -1.80
C -1.84 -1.60 -1.07
O -2.95 -2.05 -1.34
H -5.92 -0.57 0.27
H -6.10 0.79 1.38
H -4.67 0.70 0.37
H -4.32 -2.56 2.23
H -4.26 -1.95 0.57
H -2.34 -1.41 2.88
H -2.20 -0.55 1.36
H -2.27 -3.54 1.06
H -0.92 -2.88 1.99
H 2.09 -3.32 0.08
H 1.01 -3.47 1.41
H 2.57 -2.08 2.32
H 0.37 -0.69 2.00
H 1.44 0.36 0.99
H 1.85 0.02 2.64
H 4.29 -1.01 1.28
H 3.86 -2.12 0.01
H 3.28 -0.44 -0.08
H 2.68 0.74 -1.89
H 2.49 -0.33 -3.22
H 3.28 1.13 -4.64
H 1.96 2.22 -4.40
H 4.69 2.61 -3.78
H 3.91 2.46 -2.20
H 0.32 2.54 -3.48
H -2.05 2.51 -3.09
H -3.10 0.57 -1.99
F -0.56 4.05 4.87
P 0.42 3.03 4.01
F 0.74 1.43 3.72
F 0.97 2.56 5.48
F 0.88 3.22 2.43
F -1.06 2.67 3.36
F 1.53 4.24 4.15
*
```

Calculated values
- Kohn-Sham gap (eV) = 8.784
- lowest unoccupied orbital energy (eV) = 1.36
- E_HOMO (eV) = -7.42

Charges computed using Mulliken, reported in e: -0.63 -0.39 -0.69 -0.81 -1.07 0.63 0.49 -1.76 0.72 -1.27 -1.34 0.06 -0.63 0.25 0.97 -0.15 -0.91 -0.97 0.00 -0.45 -1.24 -0.89 0.98 0.42 -0.63 0.32 0.30 0.19 0.22 0.41 0.60 0.29 0.53 0.22 0.44 0.48 0.53 0.04 0.14 0.63 0.45 0.38 0.04 -0.24 0.53 0.22 0.63 0.42 0.45 0.18 0.41 0.54 -0.35 0.99 -0.29 -0.35 -0.33 -0.33 -0.36

[3]
C4H7NO | wB97M-V/def2-TZVPD

```
! wB97M-V def2-TZVPD RIJCOSX def2/J DEFGRID3
* xyz 0 1
C -1.20 -0.81 0.85
C -0.20 0.22 -1.21
C 0.55 1.38 -0.52
C 1.11 0.28 0.32
O 2.19 -0.07 0.71
N 0.00 -0.69 0.01
H -2.01 -1.15 0.19
H -1.03 -1.51 1.67
H -1.46 0.18 1.23
H 0.38 -0.22 -2.03
H 1.34 1.90 -1.07
H -0.08 2.12 -0.01
H 0.40 -1.62 -0.15
*
```

Calculated values
- energy above the lowest of the compared OMol25 structures with the same formula, charge and spin (kJ/mol) = 389.8
- Kohn-Sham gap (eV) = 8.046
- lowest unoccupied orbital energy (eV) = 0.77
- E_HOMO (eV) = -7.28

Charges computed using Mulliken, reported in e: -0.85 -0.68 -0.38 0.37 -0.55 0.14 0.36 0.34 0.26 0.20 0.29 0.18 0.32

[4]
C17H31AsBCrN8S | wB97M-V/def2-TZVPD

```
! wB97M-V def2-TZVPD RIJCOSX def2/J DEFGRID3
* xyz 2 2
Cr -0.40 1.18 0.01
C -2.85 -0.83 2.80
C -1.79 -0.84 1.90
N -1.61 0.40 1.40
N -2.54 1.20 1.96
C -3.30 0.49 2.79
B -2.69 2.67 1.51
N -1.33 3.35 1.70
C -1.05 4.52 2.29
C 0.28 4.82 2.08
C 0.77 3.75 1.35
N -0.21 2.86 1.12
N -2.92 2.65 -0.02
C -3.84 3.23 -0.79
C -3.52 2.98 -2.12
C -2.37 2.21 -2.07
N -2.02 2.01 -0.79
H -3.24 -1.66 3.36
H -1.18 -1.67 1.60
H -4.10 0.94 3.34
H -3.56 3.23 2.09
H -1.83 5.07 2.80
H 0.82 5.69 2.42
H 1.77 3.60 0.98
H -4.65 3.79 -0.37
H -4.06 3.30 -3.00
H -1.81 1.77 -2.88
C 1.03 -4.20 1.43
C 1.66 -3.45 0.27
N 0.86 -2.30 -0.18
C 0.04 -2.16 -1.21
S -0.65 -0.60 -1.59
N -0.33 -3.13 -2.02
C -0.09 -4.58 -1.98
C 1.04 -5.02 -2.91
H 1.66 -5.05 1.70
H 0.03 -4.58 1.18
H 0.93 -3.56 2.31
H 1.85 -4.11 -0.57
H 2.62 -3.05 0.59
H 0.98 -1.47 0.37
H -0.88 -2.81 -2.81
H -1.02 -5.05 -2.29
H 0.10 -4.88 -0.95
H 0.80 -4.78 -3.94
H 1.16 -6.10 -2.83
H 1.98 -4.54 -2.65
C 2.41 2.39 -1.60
As 2.12 1.03 -0.23
C 3.05 -0.44 -1.13
C 3.49 1.43 1.11
H 3.46 2.68 -1.62
H 1.79 3.27 -1.44
H 2.15 1.95 -2.57
H 3.91 0.00 -1.64
H 2.41 -0.92 -1.88
H 3.41 -1.19 -0.43
H 4.46 1.23 0.67
H 3.34 0.81 1.99
H 3.45 2.47 1.42
*
```

Calculated values
- Kohn-Sham gap (alpha / beta) (eV) = 7.036 / 7.562
- expectation value of S² = 1.175
- lowest unoccupied orbital energy (alpha / beta) (eV) = -7.90 / -7.37
- E_HOMO (alpha / beta) (eV) = -14.94 / -14.93

Charges computed using Mulliken, reported in e: -0.47 -1.27 -0.43 0.56 -0.09 -0.07 0.08 -0.18 0.00 -1.45 -0.32 0.94 0.05 -0.06 -1.19 -0.31 0.44 0.46 0.50 0.48 -0.02 0.48 0.45 0.37 0.46 0.45 0.47 -1.29 -0.54 0.27 0.65 -0.28 -0.08 -0.37 -1.01 0.41 0.29 0.41 0.19 0.41 0.01 0.30 0.43 -0.06 0.37 0.35 0.27 -1.26 0.90 -1.28 -1.22 0.41 0.46 0.41 0.54 0.37 0.34 0.44 0.37 0.43

[5]
C6H10 | wB97M-V/def2-TZVPD

```
! wB97M-V def2-TZVPD RIJCOSX def2/J DEFGRID3
* xyz 0 1
C -1.06 -1.48 0.01
C -0.57 -0.49 -1.07
C 0.32 0.19 -0.03
C -0.07 -0.86 1.04
C 0.27 1.62 0.40
C 1.44 1.12 -0.39
H -0.88 -2.53 -0.21
H -2.11 -1.35 0.28
H -0.01 -0.98 -1.87
H -1.32 0.16 -1.54
H 0.68 -1.53 1.46
H -0.58 -0.36 1.86
H -0.46 2.30 0.00
H 0.47 1.71 1.47
H 2.44 1.10 0.04
H 1.43 1.39 -1.45
*
```

Calculated values
- energy above the lowest of the compared OMol25 structures with the same formula, charge and spin (kJ/mol) = 155.0
- Kohn-Sham gap (eV) = 10.834
- SMILES = C1CC2(C1)CC2
- lowest unoccupied orbital energy (eV) = 1.22
- E_HOMO (eV) = -9.61

Charges computed using Mulliken, reported in e: -0.37 -0.84 0.86 -0.81 -0.92 -0.56 0.24 0.26 0.23 0.31 0.31 0.27 0.26 0.26 0.25 0.25

[6]
C4H8N2O | wB97M-V/def2-TZVPD

```
! wB97M-V def2-TZVPD RIJCOSX def2/J DEFGRID3
* xyz 0 1
H -0.68 0.20 1.80
N 0.19 0.27 1.27
C 0.00 0.09 0.02
N -1.14 -0.21 -0.66
C -2.43 -0.28 -0.04
C 1.20 0.20 -0.92
C 2.57 0.07 -0.31
O 1.01 0.36 -2.11
H -1.05 -0.15 -1.66
H -3.19 -0.44 -0.81
H -2.68 0.65 0.50
H -2.49 -1.12 0.67
H 2.69 -0.97 0.02
H 3.32 0.30 -1.06
H 2.67 0.70 0.57
*
```

Calculated values
- energy above the lowest of the compared OMol25 structures with the same formula, charge and spin (kJ/mol) = 102.0
- Kohn-Sham gap (eV) = 9.988
- SMILES = [H]/N=C(\NC)C(C)=O
- lowest unoccupied orbital energy (eV) = 0.71
- E_HOMO (eV) = -9.28

Charges computed using Mulliken, reported in e: 0.23 -0.67 0.28 -0.14 -1.02 0.80 -1.04 -0.60 0.28 0.33 0.33 0.31 0.27 0.32 0.32

[7]
C2H4N2O3 | wB97M-V/def2-TZVPD

```
! wB97M-V def2-TZVPD RIJCOSX def2/J DEFGRID3
* xyz 0 1
O 0.03 0.87 -2.12
C 0.06 -0.31 -1.55
C 0.23 0.07 -0.07
N -0.06 -0.84 0.78
O -0.61 -2.00 0.33
N 0.82 1.24 0.41
O -0.43 2.22 0.72
H -0.09 -1.51 -1.96
H -0.33 -2.60 1.05
H 1.54 1.37 1.24
H -1.15 1.49 1.17
*
```

Calculated values
- energy above the lowest of the compared OMol25 structures with the same formula, charge and spin (kJ/mol) = 795.7
- Kohn-Sham gap (eV) = 9.268
- SMILES = O=C/C(=N\O)NO
- lowest unoccupied orbital energy (eV) = -0.45
- E_HOMO (eV) = -9.72

Charges computed using Mulliken, reported in e: -0.45 0.04 0.45 -0.39 -0.34 -0.23 -0.45 0.26 0.39 0.32 0.39

[8]
C3H10NSe | wB97M-V/def2-TZVPD

```
! wB97M-V def2-TZVPD RIJCOSX def2/J DEFGRID3
* xyz 1 1
C -1.14 1.48 0.19
C 1.82 0.31 -0.89
C -1.82 -1.42 0.50
N 2.57 -0.46 -0.12
Se -0.76 -0.22 -0.70
H -0.96 1.37 1.26
H -0.50 2.25 -0.23
H -2.18 1.73 0.00
H 1.77 0.09 -1.94
H 1.65 1.32 -0.55
H -1.19 -1.84 1.29
H -2.61 -0.80 0.91
H 2.72 -0.25 0.85
H 2.87 -1.37 -0.44
H -2.22 -2.20 -0.13
*
```

Calculated values
- energy above the lowest of the compared OMol25 structures with the same formula, charge and spin (kJ/mol) = 0.0
- Kohn-Sham gap (eV) = 8.218
- lowest unoccupied orbital energy (eV) = -4.66
- E_HOMO (eV) = -12.87

Charges computed using Mulliken, reported in e: -1.01 -0.46 -0.84 -0.23 0.23 0.36 0.36 0.35 0.40 0.37 0.33 0.29 0.25 0.27 0.32